Entry 1:
27
Properties=species:S:1:pos:R:3:forces:R:3 method="wB97M-V/def2-TZVPD" e_tot_ev=-61440.9074 multiplicity=2 homo_lumo_gap_ev="7.22 / 4.60" charge=+2 e_lumo_ev="-8.28 / -10.89" homo_energy_ev="-15.502 / -15.493" max_force_ev_per_a=4.2 de_lowest_kj_mol=0.0
W 6.5353 6.8854 3.1121 1.0 0.5 -0.5
O 8.1621 7.6683 2.4839 1.0 1.6 -0.4
C 8.9793 8.6899 2.8025 0.2 -2.8 -0.4
C 10.3217 8.4016 2.9568 1.5 0.4 1.2
C 11.1823 9.4190 3.4708 -0.3 -1.7 -1.9
C 10.6467 10.6965 3.7260 1.7 1.6 0.5
C 9.3349 10.9337 3.5611 -0.6 2.0 0.4
C 8.4883 9.9673 3.0642 -3.9 1.1 1.2
C 7.0258 10.1952 3.2073 1.1 0.5 0.2
N 6.0942 9.2578 3.3487 -1.7 -0.6 -0.9
C 4.8545 9.8835 3.4716 2.2 -0.8 0.0
C 5.0585 11.2467 3.4909 0.0 0.0 0.3
N 6.3940 11.4190 3.3679 0.1 0.3 -0.3
H 10.6457 7.3477 2.8506 -0.1 0.9 -0.2
H 12.2695 9.2341 3.4927 -0.7 0.1 0.4
H 11.2860 11.5673 4.0304 -0.5 -1.3 -0.1
H 8.9104 11.8902 3.9212 0.4 -0.6 -0.5
H 3.9372 9.3521 3.5630 -0.3 -0.3 0.1
H 4.2997 12.0232 3.6667 0.8 -0.2 -0.3
H 6.8137 12.3307 3.2929 0.3 0.1 0.0
S 3.8288 3.4726 2.7733 0.0 0.8 0.9
Sb 3.4580 4.9508 4.3574 -1.2 -1.4 -0.1
S 5.8017 5.4388 1.8870 -0.4 0.1 -2.2
S 5.2252 6.7565 4.7898 -0.7 -0.2 1.9
F 7.3986 3.8051 3.0780 0.3 -0.2 0.5
B 7.8393 4.9985 3.4425 1.0 -0.2 0.6
F 9.1160 5.0397 3.8697 -1.3 0.4 -0.4


Entry 2:
19
Properties=species:S:1:pos:R:3:forces:R:3 method="wB97M-V/def2-TZVPD" e_tot_ev=-151017.2539 homo_lumo_gap_ev=7.74 charge=0 e_lumo_ev=-0.62 homo_energy_ev=-8.361 max_force_ev_per_a=4.5 de_lowest_kj_mol=87.2
C -1.9674 0.0804 1.1826 0.4 -0.4 0.6
C -2.0664 0.8602 -0.0167 0.3 0.3 -0.7
C -0.8054 -0.4945 1.5333 -0.5 0.1 0.1
C -1.0188 1.0048 -0.8470 -0.9 0.2 0.2
C 1.5587 -0.7544 1.1549 2.8 1.7 -3.1
C 0.3916 -0.3212 0.7230 0.2 -0.2 0.2
C 0.2641 0.3906 -0.5802 0.6 -0.1 -0.2
C 2.4449 -0.0619 -1.5567 0.3 -0.1 -0.2
C 3.2274 0.0090 -0.2843 -2.8 -1.4 2.8
N 1.1271 0.4967 -1.5150 -0.5 0.4 -0.2
Br 4.6251 -1.2459 -0.0083 0.0 0.1 -0.3
Br 3.6325 1.7502 0.3595 0.0 -0.1 -0.2
H -2.8410 -0.0080 1.8100 0.0 -0.1 0.1
H -3.0129 1.3256 -0.2442 -0.1 0.1 -0.1
H -0.6989 -1.0573 2.4522 -0.1 0.0 0.0
H -1.0928 1.5639 -1.7671 0.0 0.1 0.0
H 1.9651 -1.2897 1.9787 0.1 -0.3 0.5
H 2.9607 0.4768 -2.3679 0.1 -0.2 0.2
H 2.3644 -1.1133 -1.8670 0.1 0.0 0.1


Entry 3:
21
Properties=species:S:1:pos:R:3:forces:R:3 method="wB97M-V/def2-TZVPD" e_tot_ev=-29947.3943 multiplicity=3 homo_lumo_gap_ev="8.30 / 7.18" charge=+2 e_lumo_ev="-10.21 / -11.68" homo_energy_ev="-18.518 / -18.861" max_force_ev_per_a=8.1 de_lowest_kj_mol=80.4
Cl 0.1404 -2.2549 -0.7536 -0.2 -0.3 0.6
C -0.3573 1.5488 -1.1587 -1.3 -0.5 -0.2
C -0.1630 1.9336 0.1994 -1.8 0.5 0.5
C -0.8767 1.0077 1.0425 -1.5 0.2 -0.5
H 0.3074 2.8393 0.5544 0.3 -0.1 0.0
C -1.5270 0.0102 0.1828 -0.1 1.3 0.7
C -1.1713 0.3426 -1.1669 -0.5 1.6 -0.4
H -1.5319 -0.1737 -2.0664 0.4 0.1 0.5
H -0.0092 2.0801 -2.0445 0.1 -0.2 0.3
H -1.0042 1.0489 2.1242 0.2 0.1 -0.3
C -2.2785 -1.1799 0.6605 -0.3 0.0 0.1
Mo 0.6750 -0.0643 0.0105 5.4 -3.5 -3.9
C 1.4795 -0.7352 1.7838 3.8 -1.9 6.9
O 2.0543 -1.0038 2.7725 -3.3 1.4 -5.4
C 2.1156 -1.1674 -1.4645 3.6 -1.8 -3.5
O 2.8744 -1.6711 -2.2002 -3.8 2.3 3.6
H -1.9482 -1.4970 1.6470 -0.1 0.1 0.2
H -2.1591 -2.0283 -0.0002 -0.2 0.0 -0.2
H -3.3409 -0.9453 0.7100 -0.1 0.1 0.1
O 3.9198 1.0606 -0.4924 -4.2 -0.7 0.4
C 2.8010 0.8490 -0.3401 3.6 1.3 0.4


Entry 4:
24
Properties=species:S:1:pos:R:3:forces:R:3 method="wB97M-V/def2-TZVPD" e_tot_ev=-87909.8940 multiplicity=6 homo_lumo_gap_ev="6.68 / 6.59" charge=-1 e_lumo_ev="2.58 / 2.55" homo_energy_ev="-4.102 / -4.041" max_force_ev_per_a=1.2 de_lowest_kj_mol=38.9
Fe 1.6181 1.8731 -0.0874 -1.1 -0.5 0.0
S 2.9167 2.1569 -1.8671 0.4 0.1 -0.1
Sb 3.5034 3.7739 -0.0717 1.0 0.5 0.0
S 2.8700 2.1561 1.7161 0.4 0.1 0.1
S 1.4742 4.8251 -0.0983 -0.3 0.0 0.0
O -0.2878 1.7325 -0.0118 -0.4 -0.1 0.0
C -1.1904 0.8047 0.0356 0.0 0.4 0.0
C -2.5501 1.1870 0.1191 -0.2 -0.1 0.0
C -3.5630 0.2576 0.1495 0.0 -0.1 0.0
C -3.2798 -1.1164 0.1026 0.1 0.2 0.0
C -1.9589 -1.5053 0.0375 -0.1 -0.1 0.0
C -0.9135 -0.5770 0.0122 0.3 -0.3 0.0
C 0.4770 -1.0141 -0.0355 -0.2 -0.2 0.0
N 1.5407 -0.2435 -0.1000 0.4 0.0 0.0
C 2.6534 -1.0567 -0.1198 -0.1 0.0 0.0
C 2.2589 -2.3505 -0.0672 -0.2 0.1 0.0
N 0.8741 -2.3113 -0.0130 0.0 -0.3 0.0
H -2.7509 2.2503 0.1526 0.0 0.0 0.0
H -4.5919 0.5948 0.2093 0.0 0.0 0.0
H -4.0715 -1.8529 0.1149 0.0 0.0 0.0
H -1.7418 -2.5697 -0.0021 0.0 0.1 0.0
H 3.6423 -0.6356 -0.1715 0.0 0.0 0.0
H 2.8107 -3.2736 -0.0595 0.0 0.0 0.0
H 0.2604 -3.1053 0.0555 0.1 0.1 0.0


Entry 5:
24
Properties=species:S:1:pos:R:3:forces:R:3 method="wB97M-V/def2-TZVPD" e_tot_ev=-71073.0424 homo_lumo_gap_ev=7.68 charge=+1 e_lumo_ev=-3.63 homo_energy_ev=-11.310 max_force_ev_per_a=5.5 de_lowest_kj_mol=0.0
O 0.9080 0.0359 -3.8810 -3.3 0.1 2.9
C -0.0823 0.0486 -3.2538 3.2 -0.2 -4.4
Zn 0.1223 0.0462 -0.1382 -1.3 0.4 -1.6
O 3.1818 0.0464 -1.5782 -2.7 0.0 1.1
C 2.1367 0.0218 -1.1215 3.4 0.0 -1.4
C -2.1373 0.0114 0.6349 -2.2 -0.4 2.1
O -3.1844 -0.2104 1.0204 1.6 0.4 -1.1
C -0.1203 -2.1901 -0.3441 0.2 -3.3 0.7
O -0.1850 -3.3202 -0.2329 -0.1 2.3 -0.5
C 0.0310 2.4573 -0.6044 0.6 2.4 0.4
O 0.0194 3.5847 -0.7215 -0.3 -1.6 -0.2
H -0.8371 0.2120 -1.4229 0.4 -0.1 0.9
C -0.0655 1.9385 2.7944 -0.5 0.2 0.2
C 0.7614 0.7315 2.6549 0.6 -0.8 0.2
N 0.9331 -0.0514 1.6060 0.4 -0.1 0.3
C 1.8437 -1.0475 1.9437 0.0 0.4 1.0
C 2.2045 -0.8610 3.2436 0.0 0.0 -0.2
N 1.5201 0.2555 3.6655 -0.2 0.1 -0.3
H -0.8332 1.7548 3.5560 0.1 0.2 -0.1
H 0.5777 2.7579 3.1012 -0.1 0.2 0.2
H -0.5730 2.2520 1.8818 0.1 -0.3 0.1
H 2.1801 -1.8137 1.2706 -0.1 0.0 -0.1
H 2.8853 -1.3964 3.8896 -0.1 0.1 -0.1
H 1.5460 0.6702 4.5800 0.1 0.0 0.2


Entry 6:
20
Properties=species:S:1:pos:R:3:forces:R:3 method="wB97M-V/def2-TZVPD" e_tot_ev=-79261.6414 homo_lumo_gap_ev="6.72 / 6.72" charge=0 e_lumo_ev="-0.54 / -0.54" homo_energy_ev="-7.254 / -7.255" max_force_ev_per_a=1.8 smiles="[Se]=c1ccccn1-c1ncccn1"
Se -1.2917 -0.6333 -3.0808 0.2 0.5 1.7
C 0.0562 -0.7082 -1.7631 -0.8 0.1 -0.5
C 1.2261 -1.2664 -2.3480 0.9 -0.4 -0.1
C 2.3148 -1.7145 -1.6696 -0.5 0.2 0.0
C 2.3024 -1.5969 -0.2661 -0.3 0.1 0.1
C 1.2583 -0.9598 0.3081 0.7 -0.4 0.3
N 0.1728 -0.4433 -0.3700 0.8 -0.5 -0.4
C -0.6258 0.3840 0.4784 -1.4 0.6 -1.0
N -0.2277 0.6154 1.7197 0.2 -0.3 -0.4
C -0.9716 1.4503 2.4275 -0.3 0.2 0.0
C -2.1045 2.0602 1.9137 0.0 -0.1 -0.1
C -2.4416 1.7183 0.6077 0.1 0.2 0.5
N -1.7061 0.8889 -0.1022 0.3 -0.4 -0.3
H 1.1949 -1.3743 -3.4219 -0.1 0.0 0.1
H 3.1518 -2.1569 -2.1841 0.1 0.0 -0.1
H 3.1043 -1.9796 0.3419 0.0 0.0 0.2
H 1.2241 -0.7807 1.3705 0.1 -0.1 -0.1
H -0.6249 1.6297 3.4368 -0.1 0.1 0.1
H -2.6953 2.7518 2.4899 0.0 0.0 0.1
H -3.3165 2.1152 0.1115 -0.1 0.1 0.0


Copy entry 3 word for word.
21
Properties=species:S:1:pos:R:3:forces:R:3 method="wB97M-V/def2-TZVPD" e_tot_ev=-29947.3943 multiplicity=3 homo_lumo_gap_ev="8.30 / 7.18" charge=+2 e_lumo_ev="-10.21 / -11.68" homo_energy_ev="-18.518 / -18.861" max_force_ev_per_a=8.1 de_lowest_kj_mol=80.4
Cl 0.1404 -2.2549 -0.7536 -0.2 -0.3 0.6
C -0.3573 1.5488 -1.1587 -1.3 -0.5 -0.2
C -0.1630 1.9336 0.1994 -1.8 0.5 0.5
C -0.8767 1.0077 1.0425 -1.5 0.2 -0.5
H 0.3074 2.8393 0.5544 0.3 -0.1 0.0
C -1.5270 0.0102 0.1828 -0.1 1.3 0.7
C -1.1713 0.3426 -1.1669 -0.5 1.6 -0.4
H -1.5319 -0.1737 -2.0664 0.4 0.1 0.5
H -0.0092 2.0801 -2.0445 0.1 -0.2 0.3
H -1.0042 1.0489 2.1242 0.2 0.1 -0.3
C -2.2785 -1.1799 0.6605 -0.3 0.0 0.1
Mo 0.6750 -0.0643 0.0105 5.4 -3.5 -3.9
C 1.4795 -0.7352 1.7838 3.8 -1.9 6.9
O 2.0543 -1.0038 2.7725 -3.3 1.4 -5.4
C 2.1156 -1.1674 -1.4645 3.6 -1.8 -3.5
O 2.8744 -1.6711 -2.2002 -3.8 2.3 3.6
H -1.9482 -1.4970 1.6470 -0.1 0.1 0.2
H -2.1591 -2.0283 -0.0002 -0.2 0.0 -0.2
H -3.3409 -0.9453 0.7100 -0.1 0.1 0.1
O 3.9198 1.0606 -0.4924 -4.2 -0.7 0.4
C 2.8010 0.8490 -0.3401 3.6 1.3 0.4